# 1
Here is a molecular structure, C12H19ClF10N3O12S4Y from OMol25. Energies are from ωB97M-V/def2-TZVPD.

Cartesian coordinates (Å):
Y (-1.11, 0.33, 1.02)
C (-0.28, 1.93, -2.48)
O (0.43, 0.92, -3.19)
O (-0.70, 1.16, -1.34)
C (0.72, 3.12, -2.33)
F (0.66, 3.92, -3.40)
F (0.38, 3.78, -1.29)
F (2.06, 2.78, -2.37)
C (0.00, 0.61, -4.54)
C (1.01, -0.36, -5.16)
H (1.06, -1.41, -4.86)
H (0.93, -0.28, -6.24)
H (2.08, -0.14, -5.13)
H (-0.19, 1.55, -5.06)
H (-1.01, 0.21, -4.48)
H (-1.23, 2.13, -2.99)
C (2.50, 0.34, 1.37)
O (3.36, 0.21, 0.23)
O (1.24, -0.06, 0.85)
C (3.13, -0.29, 2.67)
F (4.20, 0.29, 3.26)
F (2.17, -0.31, 3.55)
F (3.66, -1.52, 2.52)
C (4.46, 1.01, 0.17)
C (5.57, 0.21, -0.44)
H (5.91, -0.59, 0.22)
H (5.37, -0.37, -1.34)
H (6.29, 0.94, -0.80)
H (4.90, 1.40, 1.09)
H (4.31, 2.02, -0.22)
H (2.39, 1.40, 1.56)
Cl (-3.80, 0.25, 0.49)
N (-1.50, -0.61, 2.96)
S (-1.25, -2.02, 3.64)
O (-2.20, -3.14, 3.53)
O (-0.45, -1.96, 4.85)
F (-0.05, -2.34, 2.61)
S (-2.57, -0.22, 4.35)
O (-1.95, 0.62, 5.40)
O (-3.51, -1.19, 4.82)
F (-3.52, 0.83, 3.61)
N (-1.04, 2.39, 1.79)
S (-1.82, 3.78, 1.56)
O (-1.04, 5.00, 1.38)
O (-3.11, 3.92, 2.20)
F (-2.27, 3.33, 0.09)
S (-0.28, 3.18, 3.23)
O (-1.21, 3.70, 4.22)
O (1.07, 3.64, 3.05)
F (-0.03, 1.72, 3.83)
C (-3.78, -4.49, -0.82)
C (-3.30, -3.95, -2.14)
C (-1.80, -3.54, -2.18)
C (-1.48, -2.59, -1.10)
N (-1.22, -1.84, -0.26)
H (-3.43, -5.48, -0.53)
H (-4.85, -4.69, -0.86)
H (-3.60, -3.84, 0.03)
H (-3.97, -3.14, -2.44)
H (-3.38, -4.70, -2.92)
H (-1.73, -3.07, -3.16)
H (-1.21, -4.45, -2.07)

Summary:
ΔE to the lowest compared entry with this formula, charge and spin (eV): 3.4485
Charge: -2

=====

# 2
Here is 2 unconnected molecules or ions with the total composition C40H35BF6N2O from OMol25. Energies are from ωB97M-V/def2-TZVPD.

Cartesian coordinates (Å):
F (3.96, -2.68, 3.77)
C (3.20, -1.55, 3.95)
C (3.43, -0.81, 5.11)
C (2.59, 0.25, 5.43)
C (1.63, 0.66, 4.49)
C (1.53, -0.05, 3.29)
F (0.75, 0.51, 2.29)
C (2.18, -1.27, 3.03)
B (1.65, -2.20, 1.83)
C (2.34, -3.66, 1.66)
C (3.58, -3.81, 1.04)
F (4.38, -2.70, 0.90)
C (4.16, -5.04, 0.73)
C (3.49, -6.21, 1.09)
C (2.29, -6.13, 1.80)
C (1.80, -4.86, 2.13)
F (0.88, -4.81, 3.15)
C (0.04, -2.40, 1.82)
C (-0.61, -2.66, 0.61)
F (0.09, -2.62, -0.58)
C (-1.96, -2.99, 0.52)
C (-2.73, -3.05, 1.68)
C (-2.15, -2.70, 2.90)
C (-0.79, -2.41, 2.94)
F (-0.25, -2.23, 4.19)
H (1.88, -1.51, 0.74)
H (4.22, -1.12, 5.78)
H (2.66, 0.77, 6.39)
H (0.96, 1.50, 4.68)
H (5.12, -5.07, 0.21)
H (3.91, -7.18, 0.82)
H (1.75, -7.01, 2.13)
H (-2.38, -3.21, -0.46)
H (-3.77, -3.36, 1.63)
H (-2.72, -2.69, 3.82)
C (-2.13, 4.39, -4.46)
N (-1.89, 3.75, -3.18)
C (-2.78, 3.84, -2.14)
O (-3.80, 4.52, -2.13)
C (-2.24, 2.94, -1.02)
C (-3.26, 1.93, -0.49)
C (-4.40, 2.59, 0.24)
C (-5.73, 2.27, -0.05)
C (-6.76, 2.96, 0.59)
C (-6.48, 3.92, 1.57)
C (-5.15, 4.19, 1.89)
C (-4.11, 3.52, 1.25)
N (-1.06, 2.32, -1.64)
C (-0.31, 1.42, -0.96)
C (0.71, 0.68, -1.55)
C (1.61, -0.13, -0.90)
C (2.74, -0.66, -1.63)
C (3.98, -0.78, -0.97)
C (5.06, -1.35, -1.62)
C (5.08, -1.39, -3.03)
C (3.90, -1.10, -3.73)
C (2.71, -0.90, -3.04)
C (-0.86, 2.72, -3.04)
C (-1.15, 1.54, -3.99)
C (0.52, 3.34, -3.32)
H (-2.91, 5.14, -4.35)
H (-1.22, 4.87, -4.82)
H (-2.45, 3.66, -5.22)
H (-1.90, 3.60, -0.20)
H (-3.65, 1.34, -1.34)
H (-2.73, 1.23, 0.18)
H (-5.93, 1.51, -0.81)
H (-7.80, 2.75, 0.30)
H (-7.29, 4.42, 2.10)
H (-4.90, 4.95, 2.64)
H (-3.06, 3.72, 1.49)
H (-0.51, 1.32, 0.11)
H (0.90, 0.82, -2.62)
H (1.59, -0.15, 0.20)
H (4.04, -0.38, 0.04)
H (5.92, -1.71, -1.05)
H (6.00, -1.63, -3.55)
H (3.92, -1.06, -4.82)
H (1.75, -0.87, -3.58)
H (-2.21, 1.26, -3.90)
H (-0.93, 1.84, -5.02)
H (-0.54, 0.67, -3.73)
H (0.58, 4.33, -2.86)
H (1.32, 2.71, -2.93)
H (0.65, 3.45, -4.40)

Summary:
Total energy (eV): -64054.98898
Charge: 0

=====

# 3
Here is a gas-phase ion, C6H10IN2 (charge +1) from OMol25. Energies are from ωB97M-V/def2-TZVPD.

Cartesian coordinates (Å):
C (-0.08, 2.10, 0.12)
C (-1.59, 1.98, -0.05)
C (0.94, 1.26, 0.02)
C (-2.13, 0.77, -0.01)
C (-0.32, -0.91, 0.54)
C (2.16, -0.97, -0.07)
N (-0.90, -2.05, 0.01)
N (0.72, -0.26, -0.15)
I (-3.80, -0.39, 0.01)
H (0.13, 3.21, 0.03)
H (-2.08, 2.89, -0.18)
H (1.97, 1.68, 0.08)
H (-0.32, -0.81, 1.61)
H (2.85, -0.39, -0.64)
H (2.62, -0.85, 0.89)
H (2.06, -1.95, -0.41)
H (-0.96, -2.30, -1.00)
H (-1.64, -2.62, 0.45)
H (0.36, -0.38, -1.25)

Summary:
ΔE to the lowest compared entry with this formula, charge and spin (eV): 5.1067
Charge: +1

=====

# 4
Here is a molecular structure, C4H3FO5Yb from OMol25. Energies are from ωB97M-V/def2-TZVPD.

Cartesian coordinates (Å):
C (-0.10, -1.57, 0.16)
C (-1.54, -1.51, -0.31)
F (0.55, -2.48, -0.64)
H (0.02, -1.90, 1.20)
H (-1.58, -1.15, -1.35)
H (-1.97, -2.51, -0.25)
O (-2.27, -0.64, 0.55)
C (-3.07, 0.27, 0.03)
O (-3.77, 1.02, 0.61)
O (0.52, -0.33, 0.02)
Yb (1.06, 1.63, -1.27)
O (1.94, 1.23, 0.54)
O (2.18, -0.79, 1.54)
C (1.64, 0.05, 0.88)

Summary:
Total energy (eV): -48672.88110
Multiplicity: 2
Charge: +1
<S²>: 0.75

=====

# 5
Here is 2 unconnected molecules or ions with the total composition C4H12 from OMol25. Energies are from ωB97M-V/def2-TZVPD.

Cartesian coordinates (Å):
C (0.30, -1.90, 1.56)
C (1.38, -1.02, 0.98)
H (0.70, -2.78, 2.07)
H (-0.38, -1.37, 2.22)
H (-0.35, -2.33, 0.80)
H (1.43, -0.01, 1.40)
H (1.34, -0.89, -0.11)
H (2.38, -1.45, 1.05)
C (-0.94, 1.18, -1.95)
C (-0.79, 1.76, -0.54)
H (-0.49, 0.20, -2.06)
H (-1.98, 1.00, -2.24)
H (-0.48, 1.90, -2.62)
H (-1.04, 2.82, -0.52)
H (0.26, 1.61, -0.30)
H (-1.33, 1.28, 0.27)

Summary:
Structure (SMILES): CC.CC
ΔE to the lowest compared entry with this formula, charge and spin (eV): 0.2866
Charge: 0

=====

# 6
Here is a molecular structure, C30H36N5O8P3Re from OMol25. Energies are from ωB97M-V/def2-TZVPD.

Cartesian coordinates (Å):
Re (0.34, 0.21, -0.27)
N (2.40, 2.88, 3.35)
C (2.74, 1.58, 2.71)
C (3.95, 1.00, 3.42)
P (1.19, 0.57, 3.04)
O (1.68, -0.82, 3.65)
O (0.45, 1.41, 4.01)
O (0.40, 0.17, 1.81)
P (3.18, 1.87, 0.88)
O (2.69, 3.45, 0.79)
O (4.62, 1.76, 0.68)
O (2.30, 1.10, -0.08)
H (1.47, 2.66, 3.85)
H (2.28, 3.61, 2.63)
H (3.11, 3.17, 4.03)
H (3.79, 1.00, 4.50)
H (4.84, 1.58, 3.17)
H (4.14, -0.02, 3.10)
H (1.60, -0.87, 4.60)
H (3.38, 3.93, 0.34)
N (0.60, 0.45, -2.45)
C (0.59, 1.87, -2.76)
C (0.88, 2.35, -4.01)
C (0.81, 3.72, -4.28)
C (0.46, 4.61, -3.30)
C (0.16, 4.15, -2.00)
C (-0.26, 4.99, -0.95)
C (-0.56, 4.44, 0.27)
C (-0.44, 3.06, 0.46)
N (-0.05, 2.25, -0.50)
C (0.24, 2.76, -1.72)
H (-0.10, 0.00, -3.06)
H (1.51, 0.07, -2.74)
H (1.13, 1.66, -4.81)
H (1.01, 4.08, -5.28)
H (0.38, 5.66, -3.50)
H (-0.37, 6.05, -1.13)
H (-0.92, 5.05, 1.08)
H (-0.67, 2.63, 1.42)
O (-3.48, 2.88, -0.07)
C (-3.01, 1.98, -0.73)
O (-2.27, 1.88, -1.69)
C (-3.43, 0.51, -0.15)
P (-2.00, -0.64, -0.31)
C (-2.20, -1.56, 1.26)
C (-2.20, -0.72, 2.38)
C (-2.28, -1.24, 3.66)
C (-2.36, -2.61, 3.84)
C (-2.32, -3.46, 2.74)
C (-2.22, -2.94, 1.46)
C (-2.43, -1.53, -1.87)
C (-2.40, -0.73, -3.01)
C (-2.73, -1.25, -4.25)
C (-3.06, -2.59, -4.38)
C (-3.08, -3.39, -3.25)
C (-2.78, -2.87, -2.00)
H (-4.25, 0.17, -0.78)
H (-3.76, 0.63, 0.88)
H (-2.12, 0.35, 2.25)
H (-2.30, -0.57, 4.51)
H (-2.47, -3.03, 4.83)
H (-2.36, -4.52, 2.88)
H (-2.18, -3.63, 0.63)
H (-2.19, 0.32, -2.91)
H (-2.74, -0.59, -5.11)
H (-3.31, -3.00, -5.34)
H (-3.35, -4.43, -3.34)
H (-2.86, -3.52, -1.14)
C (0.25, -5.37, -0.65)
C (0.87, -4.06, -0.42)
C (2.11, -3.72, 0.10)
C (2.16, -2.33, 0.14)
N (1.01, -1.82, -0.33)
N (0.25, -2.89, -0.68)
C (3.31, -1.53, 0.59)
H (0.98, -6.16, -0.53)
H (-0.18, -5.45, -1.65)
H (-0.55, -5.54, 0.08)
H (2.87, -4.39, 0.43)
H (-0.65, -2.77, -1.13)
H (4.11, -2.19, 0.94)
H (3.01, -0.88, 1.41)
H (3.70, -0.90, -0.20)

Summary:
Total energy (eV): -85513.53871
Multiplicity: 2
Charge: +2
<S²>: 0.76

=====

# 7
Here is 7 unconnected molecules or ions with the total composition C20H59N5O7 from OMol25. Energies are from ωB97M-V/def2-TZVPD.

Cartesian coordinates (Å):
C (8.88, 2.19, -1.80)
C (8.97, 2.44, -0.33)
C (7.50, 2.61, 0.39)
O (6.66, 3.65, -0.24)
C (5.46, 4.00, 0.54)
N (9.73, 1.28, 0.20)
H (9.67, 1.62, -2.30)
H (8.73, 3.15, -2.30)
H (8.04, 1.54, -2.07)
H (9.53, 3.37, -0.17)
H (7.57, 2.91, 1.43)
H (7.06, 1.61, 0.43)
H (4.88, 3.17, 0.94)
H (4.84, 4.70, -0.03)
H (5.98, 4.40, 1.40)
H (9.72, 1.41, 1.20)
H (9.18, 0.44, 0.07)
C (-1.27, -1.73, -3.05)
C (-2.18, -1.01, -2.08)
C (-1.63, 0.39, -1.64)
O (-0.65, 0.33, -0.65)
C (-0.26, 1.64, -0.01)
N (-3.52, -0.92, -2.61)
H (-1.53, -2.79, -3.06)
H (-0.22, -1.63, -2.74)
H (-1.29, -1.25, -4.03)
H (-2.36, -1.63, -1.20)
H (-2.52, 0.95, -1.35)
H (-1.23, 0.89, -2.51)
H (-1.21, 2.07, 0.29)
H (0.28, 2.17, -0.80)
H (0.31, 1.37, 0.88)
H (-3.43, -0.63, -3.58)
H (-3.86, -1.87, -2.52)
C (-6.25, 0.60, 2.23)
C (-6.72, 0.28, 3.64)
C (-7.34, -1.11, 3.77)
O (-6.36, -2.18, 3.50)
C (-7.07, -3.40, 3.20)
N (-5.57, 0.39, 4.59)
H (-6.13, 1.68, 2.18)
H (-7.02, 0.23, 1.56)
H (-5.27, 0.22, 1.93)
H (-7.37, 1.06, 4.02)
H (-8.23, -1.05, 3.14)
H (-7.65, -1.14, 4.81)
H (-7.68, -3.43, 2.30)
H (-7.67, -3.73, 4.04)
H (-6.29, -4.16, 3.10)
H (-4.96, -0.38, 4.35)
H (-5.10, 1.26, 4.42)
C (-0.71, 1.26, 7.05)
C (-0.91, 2.17, 8.24)
C (-0.39, 1.50, 9.53)
O (-0.75, 2.34, 10.62)
C (0.22, 2.34, 11.76)
N (-0.12, 3.41, 7.91)
H (-1.33, 0.39, 7.23)
H (0.33, 1.07, 6.79)
H (-0.95, 1.73, 6.10)
H (-1.98, 2.39, 8.32)
H (0.68, 1.28, 9.50)
H (-0.83, 0.51, 9.64)
H (1.03, 3.08, 11.73)
H (0.68, 1.38, 12.00)
H (-0.40, 2.56, 12.62)
H (0.86, 3.23, 8.08)
H (-0.53, 4.08, 8.54)
C (0.15, -1.97, -11.91)
C (1.31, -1.73, -10.92)
C (0.98, -2.12, -9.47)
O (1.76, -1.44, -8.54)
C (2.37, -2.11, -7.46)
N (2.49, -2.54, -11.37)
H (-0.82, -1.58, -11.62)
H (-0.11, -3.03, -11.88)
H (0.49, -1.80, -12.93)
H (1.73, -0.73, -11.00)
H (1.02, -3.20, -9.33)
H (-0.02, -1.80, -9.18)
H (1.70, -2.69, -6.83)
H (2.83, -1.40, -6.77)
H (3.18, -2.81, -7.66)
H (3.25, -2.10, -10.88)
H (2.61, -2.49, -12.37)
O (-5.63, -5.49, -3.78)
H (-5.98, -5.64, -2.90)
H (-6.40, -5.38, -4.33)
O (1.51, -3.01, 0.99)
H (2.20, -3.44, 0.49)
H (1.31, -2.22, 0.50)

Summary:
Structure (SMILES): COC[C@H](C)N.COC[C@H](C)N.COC[C@H](C)N.COC[C@H](C)N.COC[C@H](C)N.O.O
ΔE to the lowest compared entry with this formula, charge and spin (eV): 3.8596
Charge: 0

=====

# 8
Here is 4 unconnected molecules or ions with the total composition C4H17N2O2 from OMol25. Energies are from ωB97M-V/def2-TZVPD.

Cartesian coordinates (Å):
C (0.20, -0.71, 0.79)
N (1.39, -1.49, 0.36)
C (-1.00, -0.78, -0.04)
N (0.12, 1.38, -1.58)
C (-2.83, 0.72, 0.60)
C (-2.27, -0.71, 0.70)
H (0.70, 0.27, 0.76)
H (-0.06, -1.00, 1.80)
H (1.66, -1.34, -0.61)
H (1.15, -2.47, 0.48)
H (-1.17, -1.21, -1.02)
H (0.17, 2.34, -1.26)
H (-0.40, 1.39, -2.45)
H (-0.31, 0.83, -0.90)
H (-2.16, 1.44, 1.08)
H (-3.81, 0.87, 1.02)
H (-2.88, 1.10, -0.43)
H (-2.12, -0.98, 1.75)
H (-2.99, -1.40, 0.24)
H (2.51, -0.24, 1.11)
H (3.71, 0.50, 1.77)
O (2.79, 0.61, 1.49)
H (3.08, 0.32, -2.46)
H (1.98, 0.63, -1.42)
O (2.54, -0.07, -1.77)

Summary:
ΔE to the lowest compared entry with this formula, charge and spin (eV): 4.4884
Charge: +1

=====

# 9
Here is a single C6H10O molecule from OMol25. Energies are from ωB97M-V/def2-TZVPD.

Cartesian coordinates (Å):
C (1.87, -0.58, 0.08)
C (0.58, 0.11, 0.50)
C (0.17, 1.35, -0.37)
C (-1.38, 1.26, -0.34)
C (-1.77, 0.12, 0.22)
C (-0.66, -0.83, 0.51)
O (-0.63, -1.88, -0.45)
H (1.80, -0.96, -0.95)
H (2.71, 0.12, 0.13)
H (2.09, -1.43, 0.73)
H (0.69, 0.46, 1.54)
H (0.58, 1.26, -1.39)
H (0.59, 2.27, 0.06)
H (-2.33, 1.65, -0.72)
H (-2.83, -0.11, 0.33)
H (-0.80, -1.32, 1.46)
H (-0.68, -1.48, -1.33)

Summary:
Structure (SMILES): C[C@H]1CC=C[C@H]1O
ΔE to the lowest compared entry with this formula, charge and spin (eV): 0.7661
Charge: 0

=====

# 10
Here is 18 unconnected molecules or ions with the total composition C3H42O17S from OMol25. Energies are from ωB97M-V/def2-TZVPD.

Cartesian coordinates (Å):
C (-0.04, 0.83, 0.01)
C (0.73, -0.06, 1.01)
C (0.09, -1.40, 1.20)
S (0.17, -2.48, 2.69)
H (0.74, 1.33, -0.60)
H (-0.54, 1.52, 0.64)
H (-0.49, 0.23, -0.76)
H (1.80, -0.03, 0.77)
H (0.82, 0.51, 1.94)
H (0.32, -1.98, 0.31)
H (-0.99, -1.31, 1.30)
H (1.49, -2.55, 2.73)
H (2.14, -2.50, -1.64)
H (1.06, -1.45, -2.03)
O (1.79, -1.63, -1.44)
H (-1.79, 0.79, 1.46)
H (-2.70, -0.15, 1.98)
O (-2.70, 0.82, 1.79)
H (1.10, 3.78, -0.65)
H (2.17, 3.69, -1.61)
O (1.79, 3.16, -0.90)
H (3.60, 0.30, 2.91)
H (2.45, -0.45, 3.74)
O (3.22, 0.12, 3.78)
H (3.14, -2.40, 0.78)
H (3.64, -3.69, 1.43)
O (3.87, -3.03, 0.78)
H (-4.92, -0.05, -0.16)
H (-4.02, 1.09, 0.19)
O (-4.64, 0.81, -0.50)
H (-1.05, 4.34, 1.59)
H (-1.88, 3.20, 2.01)
O (-1.97, 4.08, 1.58)
H (-1.83, 2.51, 3.66)
H (-0.32, 2.70, 3.94)
O (-0.95, 2.29, 3.33)
H (-2.93, -1.83, 0.36)
H (-2.99, -2.69, 1.71)
O (-3.11, -1.83, 1.30)
H (-1.22, -0.05, -4.03)
H (-1.08, -1.37, -4.91)
O (-1.08, -0.41, -4.92)
H (-3.09, 2.66, -0.67)
H (-2.72, 4.05, -0.22)
O (-2.64, 3.45, -0.99)
H (-1.74, 1.50, -2.04)
H (-2.72, 1.00, -3.14)
O (-2.08, 0.72, -2.50)
H (3.81, 0.31, 0.57)
H (5.23, 0.35, 1.00)
O (4.36, 0.09, 1.29)
H (-2.53, -2.84, -2.28)
H (-2.05, -1.70, -1.59)
O (-1.98, -2.68, -1.48)
H (-0.07, -4.73, 0.57)
H (0.55, -4.01, -0.51)
O (0.58, -4.02, 0.46)
H (3.21, 1.23, -1.50)
H (2.85, -0.19, -1.12)
O (3.62, 0.41, -1.21)
H (0.91, -0.35, -4.28)
H (1.92, 0.45, -3.47)
O (1.66, -0.43, -3.67)

Summary:
Total energy (eV): -49434.62363
Multiplicity: 2
Charge: -1
<S²>: 0.75